Record 1
Here is a 2-piece molecular cluster, C29H42BF4NO7 overall at a distorted geometry from OMol25. Energies are from the ωB97M-V functional and the def2-TZVPD basis.

Computed properties:
Energy (eV): -58123.0692
Multiplicity: 1
HOMO-LUMO gap (eV): 7.63
SMILES string: COCCCCCCCCCCCCc1c(B(O)O)cc2c(c1N)C(=O)C=C(C(F)(F)C(F)F)C2=O.CCOC(C)=O
E_HOMO (eV): -8.78

Positions of all 84 atoms, in Å:
C1 -3.89 -0.03 0.12
O1 -4.54 -1.27 -0.15
C2 -3.86 -2.34 0.55
C3 -2.40 -2.62 -0.01
C4 -1.30 -2.43 1.13
C5 -0.45 -1.13 0.76
C6 0.63 -1.49 -0.37
C7 0.56 -0.48 -1.57
C8 1.67 -0.67 -2.68
C9 3.11 -1.03 -2.16
C10 3.95 0.20 -1.65
C11 3.28 1.04 -0.49
C12 4.40 1.76 0.36
C13 3.83 2.53 1.65
C14 2.42 3.14 1.36
C15 1.25 2.73 2.11
B1 1.25 1.68 3.32
O2 2.31 1.59 4.24
O3 0.17 0.80 3.57
C16 -0.08 3.31 1.76
C17 -0.19 4.28 0.70
C18 1.03 4.69 -0.04
C19 2.35 4.16 0.27
N1 3.51 4.59 -0.44
C20 0.77 5.72 -1.18
O4 1.55 6.59 -1.50
C21 -0.60 5.52 -1.92
C22 -1.72 5.12 -1.27
C23 -3.08 4.87 -1.97
F1 -4.16 4.90 -1.10
F2 -3.04 3.55 -2.44
C24 -3.42 5.85 -3.14
F3 -4.71 5.50 -3.57
F4 -2.61 5.69 -4.25
C25 -1.57 4.88 0.28
O5 -2.42 5.16 1.09
H1 -3.34 -0.03 1.10
H2 -4.63 0.82 0.13
H3 -3.13 0.20 -0.68
H4 -4.46 -3.29 0.49
H5 -3.86 -2.04 1.64
H6 -2.33 -3.67 -0.41
H7 -2.15 -1.91 -0.83
H8 -0.57 -3.27 1.19
H9 -1.77 -2.19 2.13
H10 -1.13 -0.30 0.44
H11 0.15 -0.90 1.68
H12 1.65 -1.48 0.12
H13 0.43 -2.56 -0.65
H14 -0.43 -0.65 -2.08
H15 0.53 0.59 -1.20
H16 1.35 -1.52 -3.34
H17 1.67 0.24 -3.35
H18 3.13 -1.83 -1.38
H19 3.67 -1.45 -3.04
H20 4.99 -0.12 -1.36
H21 4.08 0.89 -2.54
H22 2.65 1.83 -1.00
H23 2.61 0.45 0.19
H24 4.91 2.48 -0.33
H25 5.19 1.05 0.73
H26 3.84 1.79 2.48
H27 4.51 3.40 1.86
H28 2.05 0.92 4.91
H29 -0.65 1.14 3.18
H30 -1.00 3.00 2.29
H31 4.33 4.56 0.18
H32 3.43 5.58 -0.68
H33 -0.58 5.69 -3.02
H34 -3.51 6.92 -2.82
C26 -1.42 -7.67 2.55
C27 -2.24 -7.03 1.45
O6 -1.52 -5.95 0.83
C28 -0.65 -6.11 -0.18
C29 -0.16 -7.49 -0.51
O7 -0.22 -5.14 -0.75
H35 -0.51 -8.12 2.16
H36 -2.00 -8.45 3.05
H37 -1.12 -6.93 3.29
H38 -2.59 -7.75 0.71
H39 -3.14 -6.58 1.89
H40 0.76 -7.69 0.03
H41 0.04 -7.53 -1.58
H42 -0.88 -8.28 -0.31

---

Record 2
Here is C24H48BBr20F5InO3S as an isolated structure at a distorted geometry from OMol25. Energies are from the ωB97M-V functional and the def2-TZVPD basis.

Computed properties:
Energy (eV): -1462928.9005
Multiplicity: 1
Charge: -1
HOMO-LUMO gap (eV): 6.62
E_HOMO (eV): -4.92

Positions of all 103 atoms, in Å:
C1 2.32 -0.70 2.47
C2 2.54 0.89 2.13
B1 1.94 1.38 0.68
O1 2.33 2.76 0.21
In1 0.54 0.21 -0.68
S1 -1.30 -0.84 0.64
O2 -2.38 -1.31 -0.40
O3 -0.79 -2.17 1.32
C3 -2.01 0.22 2.01
F1 -3.49 -0.09 2.05
F2 -1.32 -0.11 3.28
C4 -1.90 1.84 1.77
F3 -0.72 2.45 2.49
F4 -3.10 2.44 2.45
F5 -1.99 2.27 0.35
H1 1.87 -0.83 3.56
H2 1.64 -1.28 1.72
H3 3.37 -1.23 2.48
H4 3.69 1.20 2.13
H5 2.03 1.54 2.97
H6 1.56 3.37 0.38
H7 1.57 -1.11 -1.42
H8 -0.17 1.18 -2.03
Br1 1.03 -4.62 -0.71
C5 2.74 -4.68 -1.64
C6 3.87 -4.22 -0.75
Br2 3.88 -2.28 -0.56
H9 2.63 -4.07 -2.55
H10 2.87 -5.72 -1.93
H11 4.84 -4.46 -1.19
H12 3.82 -4.63 0.26
Br3 0.24 1.22 -4.61
C7 -1.60 1.86 -4.63
C8 -1.87 2.72 -5.85
Br4 -1.11 4.50 -5.62
H13 -1.77 2.37 -3.69
H14 -2.21 0.95 -4.66
H15 -2.94 2.88 -5.97
H16 -1.46 2.31 -6.77
Br5 0.17 -9.67 0.17
C9 -0.98 -8.89 1.54
C10 -0.71 -7.41 1.70
Br6 0.93 -7.09 2.69
H17 -0.81 -9.46 2.46
H18 -2.00 -9.07 1.19
H19 -1.50 -6.94 2.29
H20 -0.62 -6.89 0.74
Br7 5.41 -5.50 -4.67
C11 4.05 -4.70 -5.83
C12 4.10 -3.19 -5.77
Br8 3.29 -2.52 -4.13
H21 3.09 -5.12 -5.52
H22 4.30 -5.06 -6.83
H23 3.51 -2.76 -6.58
H24 5.12 -2.79 -5.81
Br9 -4.29 6.08 -3.59
C13 -3.16 7.22 -2.49
C14 -1.72 6.74 -2.51
Br10 -1.48 5.17 -1.37
H25 -3.60 7.23 -1.49
H26 -3.24 8.21 -2.93
H27 -1.06 7.50 -2.08
H28 -1.37 6.48 -3.50
Br11 -1.82 7.01 4.43
C15 -3.67 6.64 3.94
C16 -3.75 5.89 2.64
Br12 -3.44 7.07 1.12
H29 -4.19 7.60 3.92
H30 -4.07 6.04 4.76
H31 -4.76 5.49 2.49
H32 -3.03 5.07 2.56
Br13 -4.28 -6.63 7.54
C17 -2.62 -6.82 6.53
C18 -2.80 -6.38 5.10
Br14 -3.75 -7.72 4.05
H33 -2.31 -7.87 6.62
H34 -1.90 -6.18 7.05
H35 -1.83 -6.27 4.61
H36 -3.36 -5.44 5.00
Br15 -0.50 -3.45 5.02
C19 -1.65 -2.67 6.40
C20 -1.38 -1.19 6.55
Br16 0.26 -0.87 7.55
H37 -1.48 -3.24 7.31
H38 -2.67 -2.85 6.05
H39 -2.17 -0.72 7.15
H40 -1.29 -0.67 5.60
Br17 6.28 0.79 -0.71
C21 7.73 0.39 0.53
C22 7.21 -0.34 1.75
Br18 6.32 0.89 2.98
H41 8.22 1.33 0.77
H42 8.42 -0.25 -0.03
H43 8.04 -0.76 2.33
H44 6.50 -1.13 1.52
Br19 -2.00 6.44 -8.99
C23 -3.15 7.22 -7.62
C24 -2.88 8.70 -7.46
Br20 -1.24 9.02 -6.47
H45 -2.98 6.65 -6.70
H46 -4.17 7.04 -7.97
H47 -3.67 9.17 -6.87
H48 -2.79 9.23 -8.42

---

Record 3
Here is a 12-piece molecular cluster, H24O12 overall from OMol25. Energies are from the ωB97M-V functional and the def2-TZVPD basis.

Computed properties:
Energy (eV): -24960.5357
Multiplicity: 1
Energy above the lowest of the compared OMol25 structures with the same formula, charge and spin (eV): 1.159
HOMO-LUMO gap (eV): 9.28
SMILES string: O.O.O.O.O.O.O.O.O.O.O.O
E_HOMO (eV): -10.12

Positions of all 36 atoms, in Å:
O1 -0.68 -1.52 -3.50
H1 -1.02 -1.56 -2.59
H2 -1.47 -1.48 -4.04
O2 3.19 -0.11 2.32
H3 2.23 0.01 2.49
H4 3.61 0.59 2.83
O3 1.21 -2.98 -0.40
H5 0.90 -2.05 -0.33
H6 0.40 -3.50 -0.39
O4 2.75 1.33 -2.85
H7 2.61 1.33 -1.87
H8 2.93 0.41 -3.07
O5 0.14 -0.42 -0.06
H9 0.76 0.31 -0.23
H10 -0.21 -0.25 0.83
O6 2.30 1.45 -0.06
H11 2.29 2.30 0.40
H12 2.95 0.91 0.43
O7 -1.97 -1.88 2.08
H13 -1.16 -1.98 2.60
H14 -2.31 -0.99 2.30
O8 -2.50 -1.76 -1.27
H15 -3.42 -1.51 -1.37
H16 -2.35 -1.80 -0.31
O9 0.01 2.14 -2.61
H17 0.84 1.62 -2.58
H18 -0.05 2.46 -3.51
O10 -2.39 1.18 -1.34
H19 -2.16 0.44 -0.76
H20 -1.53 1.46 -1.72
O11 0.55 0.60 3.38
H21 0.67 0.24 4.27
H22 0.23 1.50 3.52
O12 -2.62 0.81 2.50
H23 -2.98 1.60 2.07
H24 -1.76 1.09 2.85

---

Record 4
Here is a 6-piece molecular cluster, C36H87N3 overall at a distorted geometry from OMol25. Energies are from the ωB97M-V functional and the def2-TZVPD basis.

Computed properties:
Energy (eV): -43197.7388
Multiplicity: 1
Energy above the lowest of the compared OMol25 structures with the same formula, charge and spin (eV): 0.919
HOMO-LUMO gap (eV): 8.28
SMILES string: CCN(CC)CC.CCN(CC)CC.CCN(CC)CC.CCCCCC.CCCCCC.CCCCCC
E_HOMO (eV): -7.58

Positions of all 126 atoms, in Å:
C1 194.24 113.12 78.79
C2 194.22 114.24 77.89
N1 193.95 113.77 76.42
C3 192.98 114.47 75.47
C4 191.52 114.26 76.05
C5 194.97 113.02 75.74
C6 196.04 114.18 75.44
H1 195.31 112.69 78.45
H2 193.37 112.39 78.80
H3 194.33 113.66 79.75
H4 195.13 114.70 78.13
H5 193.43 114.94 78.38
H6 193.10 114.26 74.56
H7 193.22 115.50 75.38
H8 191.44 114.38 77.06
H9 191.03 113.38 76.02
H10 190.75 114.78 75.47
H11 194.64 112.65 74.69
H12 195.27 112.14 76.29
H13 196.45 114.68 76.23
H14 195.62 114.78 74.62
H15 196.87 113.69 74.84
C7 195.85 118.07 77.79
C8 196.54 117.62 79.07
N2 195.58 117.57 80.30
C9 195.92 116.75 81.44
C10 197.26 117.18 82.16
C11 195.25 118.98 80.71
C12 194.20 119.06 81.70
H16 195.04 117.39 77.63
H17 196.57 118.20 77.01
H18 195.65 119.09 78.02
H19 197.41 118.24 79.27
H20 196.74 116.58 79.09
H21 196.44 115.81 81.00
H22 194.96 116.56 82.15
H23 197.56 116.58 83.01
H24 197.18 118.16 82.38
H25 197.99 117.27 81.39
H26 194.92 119.48 79.76
H27 195.96 119.59 80.90
H28 193.42 119.88 81.72
H29 194.38 118.90 82.71
H30 193.40 118.31 81.60
C13 192.12 115.58 80.69
C14 190.93 116.07 81.58
N3 189.68 116.24 80.79
C15 189.16 115.04 80.06
C16 188.49 113.93 80.95
C17 188.68 117.06 81.45
C18 187.76 117.77 80.35
H31 192.13 114.46 80.58
H32 193.16 115.70 81.14
H33 192.12 115.83 79.63
H34 191.26 116.98 81.96
H35 190.72 115.44 82.51
H36 189.92 114.84 79.43
H37 188.36 115.32 79.51
H38 189.17 113.32 81.44
H39 187.91 113.27 80.49
H40 187.82 114.26 81.67
H41 189.24 117.84 82.11
H42 188.00 116.40 82.14
H43 187.16 117.13 79.62
H44 188.38 118.18 79.78
H45 187.05 118.52 80.84
C19 192.79 109.19 77.49
C20 193.98 108.09 77.50
C21 195.42 108.53 77.13
C22 196.27 107.32 77.01
C23 197.81 107.82 76.86
C24 198.35 107.96 75.54
H46 192.71 110.00 78.20
H47 191.79 108.40 77.39
H48 192.66 109.67 76.54
H49 193.63 107.32 76.78
H50 193.88 107.77 78.60
H51 195.70 109.22 77.81
H52 195.34 108.98 76.29
H53 195.78 106.71 76.06
H54 196.21 106.74 78.01
H55 198.46 106.97 77.42
H56 197.93 108.79 77.61
H57 198.58 107.03 75.07
H58 199.35 108.59 75.74
H59 197.66 108.55 74.99
C25 193.91 112.52 84.92
C26 193.71 113.02 83.39
C27 193.44 111.94 82.45
C28 194.82 111.23 82.04
C29 194.59 110.00 81.20
C30 195.98 109.43 80.65
H60 194.79 112.02 85.09
H61 193.22 111.77 84.94
H62 193.66 113.29 85.69
H63 194.44 113.77 83.08
H64 192.82 113.73 83.36
H65 193.20 112.30 81.56
H66 192.77 111.07 82.73
H67 195.19 110.92 83.03
H68 195.49 111.92 81.50
H69 193.77 110.10 80.52
H70 194.35 109.20 81.89
H71 196.50 110.19 80.08
H72 195.87 108.54 80.15
H73 196.55 109.21 81.54
C31 190.39 106.75 80.79
C32 191.85 106.92 81.35
C33 192.79 105.77 80.94
C34 194.21 105.89 81.50
C35 194.95 104.48 81.25
C36 196.47 104.61 81.26
H74 190.33 107.14 79.70
H75 189.58 107.34 81.43
H76 190.04 105.57 80.86
H77 191.83 106.91 82.54
H78 192.01 107.95 81.04
H79 192.99 105.77 79.84
H80 192.48 104.60 81.13
H81 193.96 105.90 82.53
H82 194.71 106.59 80.92
H83 194.81 104.39 80.14
H84 194.71 103.59 81.78
H85 197.09 104.87 82.28
H86 196.94 105.37 80.56
H87 196.95 103.71 81.15

---

Record 5
Here is an isolated molecule of C2H6N2 at a distorted geometry from OMol25. Energies are from the ωB97M-V functional and the def2-TZVPD basis.

Computed properties:
Energy (eV): -5142.8772
Multiplicity: 1
Energy above the lowest of the compared OMol25 structures with the same formula, charge and spin (eV): 9.043
HOMO-LUMO gap (eV): 4.80
E_HOMO (eV): -7.21

Positions of all 10 atoms, in Å:
C1 0.31 0.32 -0.64
C2 -0.38 -0.10 0.67
N1 -1.60 0.23 1.37
N2 1.63 -0.33 -1.13
H1 0.56 1.30 -0.74
H2 -0.03 0.38 1.58
H3 -0.17 -1.18 0.74
H4 -2.15 0.94 0.86
H5 0.16 -0.25 -1.56
H6 1.66 -1.31 -1.15

---

Record 6
Here is a 2-piece molecular cluster, C4H11NO2 overall at a distorted geometry from OMol25. Energies are from the ωB97M-V functional and the def2-TZVPD basis.

Computed properties:
Energy (eV): -9910.1028
Multiplicity: 1
Energy above the lowest of the compared OMol25 structures with the same formula, charge and spin (eV): 2.139
HOMO-LUMO gap (eV): 10.63
SMILES string: CC[C@H](N)C=O.O
E_HOMO (eV): -9.77

Positions of all 18 atoms, in Å:
C1 1.21 1.35 -0.02
C2 -0.06 0.43 0.18
C3 -0.23 -0.59 -0.96
N1 -0.68 0.03 -2.27
C4 -1.31 -1.49 -0.55
O1 -1.28 -2.06 0.52
H1 1.93 1.09 -0.78
H2 0.83 2.34 -0.28
H3 1.75 1.35 0.90
H4 0.04 -0.11 1.14
H5 -0.94 1.01 0.44
H6 0.84 -0.95 -1.20
H7 -0.82 -0.78 -2.92
H8 -0.02 0.68 -2.58
H9 -2.15 -1.56 -1.15
O2 0.52 0.03 3.37
H10 -0.35 0.10 3.06
H11 0.73 -0.85 3.11

---

Record 7
Here is a 8-piece molecular cluster, C3H22N2O8 overall at a distorted geometry from OMol25. Energies are from the ωB97M-V functional and the def2-TZVPD basis.

Computed properties:
Energy (eV): -22827.2580
Multiplicity: 1
Energy above the lowest of the compared OMol25 structures with the same formula, charge and spin (eV): 1.834
HOMO-LUMO gap (eV): 9.99
SMILES string: C[C@@H](N)C(N)=O.O.O.O.O.O.O.O
E_HOMO (eV): -9.79

Positions of all 35 atoms, in Å:
C1 -3.27 1.59 -0.26
C2 -2.00 0.60 -0.23
N1 -1.42 0.47 -1.58
C3 -0.87 1.06 0.63
N2 0.13 1.86 0.11
O1 -0.80 0.70 1.81
H1 -2.83 2.57 -0.66
H2 -3.69 1.70 0.70
H3 -4.11 1.42 -1.02
H4 -2.50 -0.33 0.06
H5 -1.98 1.03 -2.20
H6 -1.35 -0.53 -1.84
H7 0.89 2.11 0.71
H8 0.38 1.97 -0.83
O2 1.20 1.45 -3.13
H9 0.52 1.00 -2.69
H10 0.75 2.18 -3.60
O3 2.88 -0.72 1.03
H11 2.99 -0.31 0.21
H12 3.58 -0.38 1.55
O4 1.82 1.54 2.33
H13 2.03 0.75 1.91
H14 0.92 1.52 2.71
O5 -1.18 -3.34 -0.29
H15 -0.33 -2.87 -0.44
H16 -1.24 -3.42 0.73
O6 -2.04 -2.76 2.26
H17 -1.04 -3.04 2.08
H18 -1.97 -1.80 2.44
O7 1.32 -3.01 0.60
H19 1.80 -3.65 0.37
H20 1.91 -2.20 0.74
O8 3.09 0.78 -1.17
H21 2.76 0.49 -2.00
H22 3.66 1.54 -0.99

---

Record 8
Here is C22H34N3OPtTe as an isolated structure at a distorted geometry from OMol25. Energies are from the ωB97M-V functional and the def2-TZVPD basis.

Computed properties:
Energy (eV): -40418.3963
Multiplicity: 1
Energy above the lowest of the compared OMol25 structures with the same formula, charge and spin (eV): 0.411
Charge: +1
HOMO-LUMO gap (eV): 6.47
E_HOMO (eV): -9.43

Positions of all 62 atoms, in Å:
Pt1 1.16 -0.23 -1.14
C1 5.36 -1.65 -1.03
C2 4.18 -0.84 -0.58
O1 3.28 -0.55 -1.39
N1 4.17 -0.46 0.70
C3 3.09 0.33 1.27
C4 1.98 -0.55 1.78
C5 1.69 -0.64 3.12
C6 0.67 -1.50 3.54
C7 0.03 -2.28 2.59
C8 0.39 -2.13 1.26
N2 1.33 -1.28 0.85
H1 5.31 -1.80 -2.11
H2 5.35 -2.62 -0.54
H3 6.29 -1.14 -0.78
H4 4.84 -0.87 1.32
H5 2.69 0.97 0.48
H6 3.49 0.97 2.06
H7 2.24 -0.04 3.83
H8 0.40 -1.56 4.58
H9 -0.73 -2.99 2.87
H10 -0.09 -2.72 0.50
C9 1.68 3.46 -1.35
Te1 1.07 1.90 -2.64
C10 -0.98 2.41 -2.47
H11 1.40 4.39 -1.85
H12 2.76 3.42 -1.22
H13 1.17 3.37 -0.40
H14 -1.13 2.87 -1.49
H15 -1.57 1.50 -2.54
H16 -1.22 3.10 -3.27
C11 -0.43 2.56 2.81
C12 -1.30 1.71 1.92
C13 -2.64 1.50 2.23
C14 -3.40 0.68 1.42
C15 -4.87 0.47 1.70
C16 -2.82 0.03 0.32
C17 -1.48 0.21 -0.03
C18 -0.75 1.09 0.81
N3 -0.81 -0.41 -1.10
C19 -1.31 -1.36 -2.15
C20 -0.71 -0.98 -3.51
C21 -2.82 -1.40 -2.34
C22 -0.84 -2.79 -1.82
H17 -1.01 3.33 3.31
H18 0.38 3.03 2.26
H19 0.03 1.94 3.59
H20 -3.08 2.00 3.09
H21 -5.15 0.91 2.66
H22 -5.12 -0.59 1.72
H23 -5.47 0.94 0.93
H24 -3.47 -0.61 -0.24
H25 0.28 1.31 0.56
H26 -1.07 0.00 -3.84
H27 -1.01 -1.71 -4.26
H28 0.38 -0.97 -3.49
H29 -3.25 -0.40 -2.43
H30 -3.33 -1.94 -1.55
H31 -3.03 -1.94 -3.27
H32 0.24 -2.82 -1.67
H33 -1.07 -3.47 -2.65
H34 -1.34 -3.16 -0.93

---

Among the records above, which one has the lowest E_HOMO? H24O12